1.
58
Properties=species:S:1:pos:R:3:forces:R:3:nbo_charge:R:1 method="wB97M-V/def2-TZVPD" total_charge=+2 total_energy_ha=-4227.4691 e_homo_ev="-15.3 / -15.3" spin_multiplicity=2 s_squared=0.769
Ga 0.25423 -0.30317 -1.06324 0.162 0.180 0.460 1.7911
C 3.24307 -3.84276 -1.96914 -0.066 -0.043 -0.054 -0.6874
C 2.27880 -4.04403 -0.87046 -0.339 0.383 0.025 0.3422
N 2.33792 -5.12055 -0.12764 0.348 -0.578 0.131 -0.3947
C 1.43280 -5.37309 0.80598 0.153 0.239 -0.318 0.1704
C 0.28687 -4.56089 1.03324 -0.240 0.209 0.095 0.0489
C -0.72014 -4.99973 2.08467 0.094 -0.068 -0.053 -0.1155
O -2.05379 -4.96028 1.62269 -0.025 0.029 -0.092 -0.7163
C 0.18685 -3.37516 0.32475 0.036 -0.105 0.110 -0.1451
C -1.00934 -2.55266 0.42358 -0.205 0.046 0.012 0.2096
N -1.15813 -1.39318 -0.11005 0.220 0.236 -0.115 -0.6174
C -2.45335 -0.79846 -0.17200 -0.298 0.068 0.074 0.1340
C -3.30578 -0.73364 0.92230 0.166 -0.053 0.005 -0.2167
C -4.55723 -0.15284 0.79156 -0.040 0.019 -0.014 -0.1675
C -4.96545 0.37084 -0.42626 0.024 -0.002 0.013 -0.1613
C -4.12158 0.32063 -1.52955 0.004 0.007 -0.012 -0.2157
C -2.87784 -0.25731 -1.38233 0.266 -0.077 -0.289 -0.1581
I -1.56928 -0.37642 -3.06188 -0.315 -0.056 0.123 0.4219
C 1.22426 -3.04311 -0.60889 0.125 -0.047 0.031 0.4576
O 1.26364 -1.95521 -1.24719 0.051 -0.288 -0.331 -0.6847
H 3.63342 -4.80455 -2.29281 0.012 -0.004 0.035 0.2737
H 4.08056 -3.24107 -1.60122 0.007 0.037 0.022 0.2926
H 2.79521 -3.30204 -2.80116 0.029 0.023 0.009 0.2506
H 1.60103 -6.26869 1.39368 -0.065 0.027 0.085 0.2302
H -0.64609 -4.31682 2.93457 0.001 -0.036 0.039 0.2186
H -0.44740 -5.99305 2.44202 0.002 0.015 0.044 0.2135
H -2.32145 -5.82328 1.28740 0.017 0.009 0.040 0.5021
H -1.87078 -3.01220 0.90302 -0.004 -0.028 -0.031 0.2568
H -2.97596 -1.12175 1.87838 -0.020 0.008 0.009 0.2364
H -5.21264 -0.10597 1.65014 -0.006 0.007 -0.007 0.2505
H -5.94037 0.82734 -0.52674 -0.007 -0.012 0.009 0.2525
H -4.43861 0.72253 -2.48187 -0.009 0.006 0.006 0.2508
F 1.70221 0.06300 0.33510 0.075 0.099 -0.374 -0.6736
Sb 3.34762 0.57378 -0.72803 -0.292 0.363 0.248 3.1690
F 3.90385 -1.16401 -0.31278 -0.293 -0.016 -0.209 -0.6427
F 4.38174 0.46236 -2.26120 0.134 0.168 0.285 -0.6157
F 3.96891 1.17193 0.92294 0.354 -0.136 -0.335 -0.6289
F 2.94432 2.38004 -1.05261 -0.114 -0.194 0.082 -0.6509
F 1.75498 0.41097 -2.06940 0.245 -0.397 0.264 -0.6770
O -0.39196 1.40649 -0.60103 -0.253 -0.066 -0.044 -0.8579
C 0.11225 2.54644 -0.26207 0.126 -0.024 -0.046 0.7683
C 0.56058 2.78177 1.14095 -0.017 0.117 0.132 -0.5181
C -0.11435 3.97666 1.83903 0.036 0.020 -0.069 -0.3874
C 0.43803 5.33342 1.41888 0.005 0.023 -0.005 -0.4052
C 0.12036 5.71394 -0.02175 0.007 -0.096 0.006 -0.4139
C 0.77851 4.81482 -1.06045 0.024 0.197 0.180 -0.2335
N 0.18028 3.47431 -1.17393 -0.063 -0.007 -0.105 -0.5011
H 1.64519 2.94153 1.12766 -0.014 -0.031 -0.026 0.2647
H 0.36701 1.86678 1.69523 0.032 -0.034 -0.031 0.2463
H 0.04237 3.84525 2.90919 -0.014 -0.016 0.006 0.2390
H -1.19389 3.93948 1.66764 -0.012 -0.009 0.046 0.2075
H 1.52351 5.33960 1.56306 -0.002 -0.001 0.007 0.2085
H 0.04206 6.10142 2.08394 -0.040 -0.020 -0.005 0.2386
H 0.48070 6.72584 -0.21074 -0.021 0.009 -0.017 0.2445
H -0.96114 5.72300 -0.18414 0.004 0.039 -0.012 0.2120
H 1.84453 4.70213 -0.84952 -0.010 -0.064 -0.036 0.2266
H 0.68042 5.26304 -2.04605 0.033 -0.050 -0.031 0.2349
H -0.13156 3.19659 -2.09545 -0.011 -0.023 0.030 0.4224

---

2.
52
Properties=species:S:1:pos:R:3:forces:R:3:nbo_charge:R:1 method="wB97M-V/def2-TZVPD" total_energy_ha=-2478.8411 e_homo_ev="-6.4 / -7.4" spin_multiplicity=4 s_squared=3.765
V 0.05736 -0.43845 0.07033 2.084 1.982 0.346 1.1686
C 4.22072 -1.03802 1.52960 -0.015 0.091 -0.347 -1.1224
Si 3.23090 -1.12041 -0.08757 0.546 -0.189 -0.125 1.7775
C 2.73364 -2.93421 -0.20944 -0.234 0.326 0.046 -1.1123
C 4.25982 -0.87981 -1.66786 -0.008 0.099 0.358 -1.1206
N 1.93265 0.05970 -0.03172 1.169 -0.162 -0.180 -1.1668
C 2.26956 1.39352 -0.00019 0.187 0.436 0.050 0.1096
C 3.57471 1.93202 0.01861 -0.157 -0.092 0.021 -0.2597
C 3.81121 3.29507 0.03742 0.029 0.101 0.005 -0.1979
C 2.76966 4.21171 0.04140 0.058 0.000 -0.003 -0.2574
C 1.46810 3.73126 0.02929 -0.082 -0.020 0.001 -0.2665
C 1.26988 2.37468 0.01080 0.144 0.083 -0.008 0.3700
F -0.03451 1.91000 0.00245 0.261 -0.190 0.034 -0.3591
H 4.89173 -1.89569 1.61559 0.000 -0.005 -0.026 0.2316
H 3.51924 -1.07604 2.36638 -0.026 -0.022 -0.014 0.2433
H 4.81681 -0.13198 1.64096 -0.003 -0.021 0.036 0.2311
H 3.64980 -3.51377 -0.34435 0.076 0.099 0.014 0.2396
H 2.09360 -3.13922 -1.06632 -0.029 -0.057 -0.032 0.2314
H 2.25477 -3.29225 0.69994 -0.039 -0.079 0.020 0.2301
H 4.96528 -1.70455 -1.79227 -0.002 -0.007 0.026 0.2303
H 4.82434 0.05202 -1.69845 0.000 -0.024 -0.053 0.2307
H 3.58762 -0.88447 -2.52917 -0.038 -0.019 0.019 0.2402
H 4.41751 1.25792 0.02222 0.005 0.055 0.000 0.2133
H 4.83540 3.64716 0.04975 -0.007 -0.008 0.002 0.2112
H 2.96255 5.27520 0.05421 -0.011 -0.004 0.002 0.2135
H 0.61199 4.39328 0.03435 -0.008 -0.018 -0.001 0.2230
C -4.96220 0.37308 1.22114 -0.057 0.077 0.075 -0.3954
N -4.20551 0.04548 0.01763 -0.078 0.000 0.039 -0.4410
C -4.93801 -0.06317 -1.23976 -0.048 -0.011 -0.100 -0.3960
C -2.90444 0.02313 0.03132 0.328 0.044 0.039 0.5841
N -1.73820 -0.01190 0.04396 -3.773 0.729 -0.386 -0.5156
H -5.76463 -0.35317 1.35465 0.035 -0.019 -0.011 0.2084
H -5.40070 1.37054 1.14188 0.026 -0.010 -0.019 0.2018
H -4.30573 0.34005 2.08602 0.011 -0.012 -0.009 0.2303
H -5.73737 -0.79722 -1.13247 0.031 -0.011 0.014 0.2077
H -4.26288 -0.38483 -2.02788 0.011 -0.010 0.013 0.2344
H -5.37735 0.89876 -1.51338 0.029 0.000 0.026 0.2017
O -0.65733 -2.55203 -2.10896 0.060 -0.327 0.006 -0.5825
C -0.48419 -3.02285 -1.00224 -0.170 0.098 -0.238 0.6513
N -0.26378 -2.26158 0.12600 -0.304 -2.488 0.084 -0.7440
C -0.22304 -3.05559 1.25268 0.031 0.074 0.302 0.6758
O -0.11773 -2.62022 2.38083 0.033 -0.346 -0.026 -0.5769
C -0.31937 -4.48065 0.80121 -0.030 -0.120 -0.373 -0.1484
C -0.21361 -5.66920 1.49165 -0.031 0.088 0.140 -0.1653
C -0.24724 -6.85063 0.75674 -0.009 -0.010 0.019 -0.2000
C -0.38559 -6.82935 -0.62641 -0.012 -0.028 -0.027 -0.1974
C -0.50145 -5.62721 -1.31835 -0.063 0.072 -0.101 -0.1976
C -0.46720 -4.46009 -0.58518 0.068 -0.149 0.349 -0.0615
H -0.09782 -5.67366 2.56793 0.017 -0.010 -0.009 0.2301
H -0.15546 -7.80149 1.26567 0.000 0.005 0.003 0.2168
H -0.39456 -7.76426 -1.17195 -0.012 0.006 -0.001 0.2166
H -0.60362 -5.60277 -2.39559 0.007 0.003 0.003 0.2303

---

3.
47
Properties=species:S:1:pos:R:3:forces:R:3:nbo_charge:R:1 method="wB97M-V/def2-TZVPD" total_energy_ha=-6073.4349 e_homo_ev=-7.0 spin_multiplicity=1
C 4.53606 -2.82403 -0.27312 -3.535 -0.150 1.701 -0.2042
C 3.02346 -4.41086 2.64876 0.131 0.729 1.152 -0.1690
C 4.87919 -1.83344 0.53268 0.348 1.048 1.142 -0.1662
H 4.70373 -2.75735 -1.31030 0.828 -0.291 -1.046 0.2062
C 2.71074 -3.21860 3.17715 0.387 -0.575 -0.777 -0.1987
H 2.81650 -5.29500 3.24486 -0.014 0.021 0.057 0.1967
H 5.61907 -1.09296 0.24534 0.052 -0.093 -0.458 0.1961
H 2.26949 -3.18094 4.18315 0.067 -0.022 -0.554 0.2034
C 4.46324 -1.57838 1.99392 -0.468 -0.856 0.253 -0.4482
H 4.68466 -0.55343 2.34256 0.048 -0.356 -0.701 0.2164
H 5.15038 -2.21617 2.54760 0.060 -0.041 0.479 0.2198
C 3.31467 -3.75086 0.19550 1.852 0.542 -1.309 -0.4374
H 2.97043 -4.34520 -0.67422 0.370 0.204 0.447 0.2097
H 2.45383 -3.14187 0.46430 0.180 0.000 -0.070 0.2172
C 3.71339 -4.67362 1.35429 -1.393 -0.740 -0.624 -0.4651
H 4.77711 -4.83507 1.47272 0.362 0.321 0.021 0.2245
H 3.32779 -5.64366 1.04803 0.168 -0.410 0.051 0.2142
C 2.98797 -1.88934 2.49524 0.563 0.507 0.332 -0.4537
H 2.76606 -1.16228 3.28855 0.072 0.192 -0.472 0.2114
H 2.31223 -1.68408 1.65740 -0.117 0.003 0.336 0.2176
Hg 0.67438 -1.00160 -2.05986 0.500 -1.137 -0.596 0.4187
H 0.91614 0.11898 -0.73381 -0.215 0.791 0.627 -0.0293
Se -1.66209 -0.00945 -3.07424 -0.629 1.727 1.571 -0.6624
P -1.67386 1.59627 -1.21312 0.877 -2.118 -2.151 1.0093
Se 0.26207 1.54569 -0.07337 -0.639 0.542 0.056 -0.2740
C -1.94533 3.16899 -2.04662 0.488 0.229 0.235 -0.3345
C -2.89209 4.06059 -1.52843 0.188 -0.383 -0.422 -0.2184
C -3.13044 5.23784 -2.22940 0.133 0.238 -0.160 -0.2123
C -2.40356 5.52686 -3.39496 -0.125 0.017 0.407 -0.1845
C -1.42820 4.64761 -3.86935 0.154 -0.102 0.018 -0.2102
C -1.17061 3.46523 -3.18732 -0.761 -0.046 0.431 -0.1906
C -3.11236 1.23878 -0.18518 0.764 -0.768 0.817 -0.4357
C -4.27440 0.82132 -0.83226 -0.199 0.201 -0.353 -0.1773
C -5.36997 0.42768 -0.07725 0.562 0.266 0.546 -0.2052
C -5.26648 0.41508 1.32529 -0.651 -0.082 -0.821 -0.1856
C -4.08353 0.75432 1.94969 0.401 0.140 0.947 -0.2061
C -2.96620 1.12842 1.21715 -0.521 0.332 -1.317 -0.1812
H -3.44348 3.77882 -0.62369 0.149 0.331 -0.416 0.2309
H -3.88024 5.93377 -1.85412 0.204 -0.093 -0.181 0.2208
H -2.57621 6.46768 -3.91842 -0.052 -0.287 0.103 0.2200
H -0.86655 4.87102 -4.77910 -0.199 0.030 0.313 0.2232
H -0.44715 2.72811 -3.53347 -0.144 0.267 -0.007 0.2449
H -4.30043 0.78496 -1.93425 -0.036 0.109 0.666 0.2460
H -6.27947 0.15643 -0.58446 -0.202 -0.166 0.062 0.2222
H -6.14242 0.12846 1.90430 0.247 0.048 -0.004 0.2202
H -4.01849 0.75151 3.04552 -0.059 -0.155 -0.498 0.2208
H -1.99902 1.34379 1.65631 -0.198 0.031 0.164 0.2395

---

4.
47
Properties=species:S:1:pos:R:3:forces:R:3:nbo_charge:R:1 method="wB97M-V/def2-TZVPD" total_charge=+1 total_energy_ha=-1681.5854 e_homo_ev=-10.0 spin_multiplicity=1
C 3.00287 2.21797 1.87213 -0.130 -0.072 0.022 -0.0977
C 1.80345 2.88966 1.67891 0.094 0.219 -0.046 -0.2220
C 0.61485 2.20407 1.70861 -0.368 -0.731 0.133 -0.1067
C 0.58279 0.80360 1.93675 1.556 0.901 -0.063 -0.1384
C -0.62917 0.09349 1.96325 -2.432 -1.472 0.249 -0.1379
S -0.72759 -1.63611 2.26524 0.592 1.444 0.035 0.4703
C -2.46962 -1.84997 1.89897 -0.541 -0.122 -0.685 -0.5516
C -3.21726 -0.55118 2.15485 -0.363 -0.399 0.733 -0.5522
S -2.19462 0.84767 1.69575 1.490 -0.197 -0.077 0.4616
C 1.82655 0.15014 2.13764 -0.816 0.037 -0.102 -0.1012
C 3.00715 0.84906 2.10336 0.233 -0.030 0.026 -0.2214
H 3.93480 2.76230 1.84444 0.067 0.037 -0.003 0.2358
H 1.81361 3.95558 1.50507 -0.073 0.036 -0.015 0.2396
H -0.31740 2.72116 1.56385 -0.152 0.246 -0.036 0.2216
H -2.55590 -2.14512 0.84909 0.088 0.071 0.064 0.2433
H -2.86884 -2.68297 2.48945 0.192 0.300 0.075 0.2701
H -4.16950 -0.50610 1.61337 0.351 0.029 -0.094 0.2686
H -3.45694 -0.44811 3.21701 0.131 0.049 -0.053 0.2505
H 1.82453 -0.91101 2.31475 0.142 -0.246 0.041 0.2218
H 3.94744 0.33821 2.24979 -0.006 -0.079 0.030 0.2395
C -0.90448 3.36947 9.23559 -0.155 -0.188 -0.035 -0.4032
C -0.85714 3.32768 7.69536 -0.059 0.418 0.212 -0.4191
C -0.46145 1.97936 7.16084 -0.095 0.240 0.162 -0.1003
C 0.18834 1.04441 7.97156 0.592 0.443 1.585 0.2199
N 0.50111 1.33377 9.31391 -0.745 -0.378 -0.342 -0.4169
C 0.34282 2.70725 9.82694 0.193 -0.371 -0.638 -0.2015
C 1.40356 0.44452 10.06844 -0.108 0.273 -0.711 -0.2015
C 1.15429 -1.02106 9.70356 -0.242 -0.013 -0.061 -0.4032
C 1.27762 -1.22552 8.18055 0.262 -0.268 0.279 -0.4185
C 0.54764 -0.17505 7.39035 0.116 -0.196 0.201 -0.1055
C 0.24851 -0.37423 6.05864 0.098 -0.154 0.278 0.0469
N -0.36007 0.50034 5.27345 -0.107 -0.116 -0.684 -0.5046
C -0.69669 1.64627 5.84325 -0.076 0.240 0.249 0.0382
H -1.01458 4.39767 9.60983 0.207 -0.253 -0.208 0.2249
H -1.79596 2.83496 9.58673 0.170 -0.052 -0.054 0.2103
H -1.82364 3.61682 7.26560 0.083 -0.041 0.171 0.2223
H -0.14442 4.07532 7.32889 0.027 -0.015 0.106 0.2139
H 1.23938 3.26464 9.53429 0.015 0.305 0.066 0.1777
H 0.32956 2.68634 10.92396 -0.170 -0.133 -0.273 0.2128
H 2.42809 0.72935 9.80551 0.240 -0.170 0.116 0.1778
H 1.28945 0.63742 11.14246 -0.189 -0.095 -0.273 0.2128
H 1.83645 -1.68213 10.25737 -0.040 0.276 -0.262 0.2250
H 0.14567 -1.30583 10.02784 0.072 0.153 -0.073 0.2104
H 2.33516 -1.21234 7.89256 -0.007 0.048 0.099 0.2139
H 0.91172 -2.21675 7.88675 0.011 0.121 0.158 0.2222
H 0.53868 -1.30804 5.60208 0.048 -0.310 -0.121 0.1750
H -1.18156 2.37259 5.20989 -0.193 0.214 -0.181 0.1767